1.
61
Properties=species:S:1:pos:R:3:mulliken_charge:R:1 method="wB97M-V/def2-TZVPD" multiplicity=3 gap_ev="3.48 / 4.73" charge=-1
C -0.20501 -0.08717 -3.51409 2.87
C -0.86793 -1.10793 -2.53547 -1.92
C -0.43298 1.34265 -2.95122 -2.20
C -1.51335 1.19144 -1.88423 -0.09
H -0.72271 2.00232 -3.77598 0.46
H 0.49508 1.70871 -2.47840 0.34
C -1.33366 -0.25498 -1.35941 0.11
H -0.15768 -1.89268 -2.24409 0.42
H -1.75009 -1.55824 -3.01638 0.58
C -0.26878 -0.04562 -0.26272 -0.17
H -2.24639 -0.64268 -0.88655 0.54
H -2.51046 1.36088 -2.31990 0.60
C -1.23021 2.04021 -0.63494 1.90
C 1.28427 -0.29711 -3.68458 -0.60
C -0.61708 -0.16284 -4.98530 0.68
O -0.98212 0.83964 -5.57507 -0.63
O 2.00586 -1.00396 -2.99479 -0.61
O 1.72232 0.38921 -4.75519 -0.25
O -0.56773 -1.33762 -5.63722 -0.37
C 0.00352 -2.58035 -5.16305 -0.47
H -0.46640 -2.93544 -4.23722 0.24
H 1.09268 -2.49129 -5.03997 0.16
H -0.21336 -3.27609 -5.97871 0.32
C 3.12087 0.24954 -5.01033 -0.76
H 3.71590 0.53785 -4.13151 0.30
H 3.31295 0.92028 -5.84868 0.25
H 3.34634 -0.79015 -5.28713 0.30
O -0.16610 1.36656 0.03284 -0.49
H 0.73296 -0.37786 -0.57789 0.34
H -0.51282 -0.58601 0.67063 -0.61
C -2.48943 2.04219 0.23362 -1.96
C -0.78938 3.48936 -0.91928 -1.78
H -0.90370 3.75522 -1.98038 0.28
H 0.25272 3.67040 -0.63507 0.31
H -1.42718 4.15773 -0.33333 0.51
H -2.23270 2.42822 1.22435 0.49
H -2.92422 1.04152 0.35624 0.33
H -3.25896 2.68727 -0.21602 0.44
Mo 0.54750 -0.39667 4.65880 0.45
C -1.73440 -1.30641 5.30614 -0.88
C -2.09695 -0.95436 3.96639 -0.59
C -1.26190 -1.67616 3.06402 0.30
H -2.94087 -0.33506 3.67092 0.39
C -0.34170 -2.47101 3.83594 -1.36
C -0.66661 -2.28534 5.24131 -0.36
H -0.28344 -2.88734 6.06359 0.44
H -2.24232 -1.00823 6.22049 0.39
H -1.39885 -1.73801 1.98494 0.73
H 0.34757 -3.21818 3.45304 0.51
C 2.22044 1.06059 4.29576 -1.23
C 2.74818 -0.05696 5.03474 -0.17
C 2.59050 -1.23908 4.22821 -0.62
H 3.28702 -0.01069 5.97892 0.41
C 1.95696 -0.84763 2.99048 -0.52
C 1.71473 0.57385 3.03502 0.12
H 1.28995 1.16057 2.22525 0.32
H 2.26563 2.10332 4.60645 0.45
H 2.97220 -2.22471 4.47297 0.40
H 1.75877 -1.49127 2.13916 0.51
N -0.73715 2.19538 6.20917 -0.83
C -0.29029 1.26021 5.65470 0.28



2.
60
Properties=species:S:1:pos:R:3:mulliken_charge:R:1 method="wB97M-V/def2-TZVPD" gap_ev=5.68
Ir 0.81282 -0.70943 0.15300 2.17
C -3.51205 0.63666 1.15969 -0.72
C -3.17484 0.46330 -0.28844 0.65
N -4.04983 0.85533 -1.17518 -0.68
C -3.78306 0.68476 -2.48769 -0.88
C -2.63146 0.11346 -2.95013 0.95
C -2.46436 -0.08623 -4.43186 -1.12
O -1.37322 0.64910 -4.98012 -0.52
C -1.64552 -0.29808 -2.01262 0.14
C -0.43760 -0.89188 -2.52979 -0.96
N 0.53731 -1.31657 -1.80439 -0.66
C 1.56331 -2.08504 -2.43937 0.14
C 1.24201 -2.96101 -3.47388 -0.17
C 2.22070 -3.70650 -4.10872 -0.80
C 3.54172 -3.61699 -3.70166 -0.57
C 3.87580 -2.78760 -2.64175 -0.50
C 2.89220 -2.04304 -2.01451 0.28
I 3.39132 -0.84423 -0.38837 0.07
C -1.90732 -0.13128 -0.63858 0.66
O -1.15788 -0.48357 0.36483 -1.34
H -4.53319 1.00125 1.24184 0.42
H -2.84218 1.35926 1.62276 -0.17
H -3.39880 -0.29928 1.70592 0.31
H -4.55115 1.01522 -3.17744 0.33
H -3.40317 0.17504 -4.92800 0.36
H -2.25658 -1.13083 -4.67106 0.40
H -1.51284 1.58006 -4.77780 0.36
H -0.36149 -0.99868 -3.60668 1.09
H 0.20611 -3.08005 -3.76123 0.56
H 1.94155 -4.37398 -4.91282 0.38
H 4.30739 -4.20853 -4.18466 0.38
H 4.89766 -2.73631 -2.29098 0.37
C 1.31553 -4.22612 3.01215 -1.58
C 1.21661 -2.85889 2.38944 0.66
S 0.65691 -2.89024 0.70775 -0.51
C 1.51359 -1.74016 3.05654 0.54
C 2.00167 -1.75584 4.48068 -1.57
S 1.34595 -0.12309 2.34159 -0.52
H 0.83815 -4.97790 2.38412 0.44
H 0.83026 -4.25023 3.99038 0.33
H 2.35787 -4.52701 3.15030 0.29
H 1.23056 -2.11830 5.16632 0.31
H 2.28796 -0.75621 4.80496 0.40
H 2.87283 -2.40599 4.59462 0.33
N 0.74730 1.49641 -0.28494 -0.72
C 0.48063 2.28206 0.51882 0.47
N 0.23214 3.18292 1.42440 0.19
C 1.14358 4.31084 1.63975 -0.62
C 0.29228 5.51514 2.00260 -0.62
O -0.53255 5.24205 3.12081 -0.39
C -1.41546 4.15667 2.87583 -0.67
C -0.63684 2.89601 2.57005 -0.12
H 1.71711 4.49418 0.73282 0.46
H 1.82934 4.06541 2.45634 0.30
H -0.32519 5.80027 1.14095 0.34
H 0.92734 6.35646 2.27639 0.36
H -2.08599 4.40004 2.04197 0.38
H -2.00746 4.02628 3.78019 0.39
H -1.26815 2.04391 2.33862 -0.04
H 0.00063 2.61697 3.41624 0.28



3.
24
Properties=species:S:1:pos:R:3:mulliken_charge:R:1 method="wB97M-V/def2-TZVPD" gap_ev="8.61 / 8.61"
C 2.50068 0.59347 -0.53404 0.46
C 1.63191 1.79881 -0.42803 -0.97
C 2.36761 -0.43278 0.53739 -0.96
N 2.48171 -0.14660 -2.23026 -0.28
N 1.39863 -0.42110 -2.03944 0.07
H 0.61502 1.60988 -0.06630 0.07
H 1.34554 -0.60601 0.89232 0.07
H 2.13982 2.42285 0.31969 0.36
H 1.60874 2.37963 -1.35046 0.39
H 2.84693 -1.37608 0.27433 0.39
H 2.94324 -0.01418 1.37400 0.36
C -1.15889 -1.72188 0.06770 -1.18
C -1.92083 0.03069 1.53529 -1.10
C -1.85559 0.39130 -0.84622 -1.18
N -1.24262 -0.28521 0.28784 0.46
H -1.40041 -0.44205 2.37076 0.32
H -1.84975 1.47096 -0.68195 0.35
H -2.15209 -2.19598 -0.03126 0.37
H -0.64076 -2.19607 0.90397 0.35
H -0.58950 -1.92102 -0.84040 0.32
H -2.97243 -0.30941 1.55054 0.33
H -1.91215 1.11019 1.69945 0.32
H -2.90162 0.07750 -1.01453 0.37
H -1.28318 0.18311 -1.75039 0.32



4.
22
Properties=species:S:1:pos:R:3:mulliken_charge:R:1 method="wB97M-V/def2-TZVPD" gap_ev="6.58 / 6.58" charge=+1
C 0.28845 -0.77064 -1.99085 -0.75
N -1.08530 -0.80469 -1.59317 0.96
N -1.81776 -1.68189 -2.36489 -0.72
N -1.78970 -0.33945 -0.66121 -0.59
C -1.54594 0.34857 0.41016 -0.82
C -0.27340 0.72210 0.81148 0.83
N 0.97260 0.66556 0.23783 -0.50
C 1.83096 1.13399 1.21588 0.19
N 3.13872 1.01838 1.08434 -0.34
N 1.20705 1.62268 2.30799 -0.66
C -0.02918 1.39435 2.14580 0.73
N -1.03659 1.69082 2.97474 -0.36
H 0.83792 -1.81983 -1.99176 0.31
H 0.30883 -0.54787 -3.12168 0.27
H 0.90580 -0.05551 -1.45635 0.54
H -1.38667 -2.04098 -3.26684 0.25
H -2.85236 -1.78470 -2.16825 0.29
H -2.41114 0.71482 0.93704 0.24
H 3.79747 1.42510 1.84539 0.32
H 3.69109 1.01138 0.21986 0.30
H -1.94383 1.80347 2.56230 0.21
H -0.82873 1.93978 4.00429 0.30



5.
9
Properties=species:S:1:pos:R:3:mulliken_charge:R:1 method="wB97M-V/def2-TZVPD" gap_ev=6.37 charge=-1
S -2.62557 -0.90492 -0.94104 -0.40
H -1.44987 -0.47330 -0.14638 0.11
C 1.58014 0.66414 0.17826 -0.75
S 0.94938 -0.62317 1.32430 -0.18
S -0.87980 0.22667 1.89963 -0.60
H 1.35737 1.62544 0.61629 0.26
H 1.13173 0.59641 -0.81638 0.26
H 2.63682 0.39898 0.03897 0.23
H -2.70020 -1.51025 -2.15364 0.07



6.
42
Properties=species:S:1:pos:R:3:mulliken_charge:R:1 method="wB97M-V/def2-TZVPD" gap_ev=9.00 charge=+1
Mg 0.85900 1.41230 -1.58132 1.08
O 0.87997 0.08526 -3.15699 -0.64
C -0.34369 0.08510 -2.84252 0.72
O -0.92431 1.18531 -2.55418 -0.75
C -0.93088 -1.16283 -2.25505 -0.73
P -0.30188 -0.82690 -0.50372 0.50
C -1.78376 -0.45938 0.48931 0.41
C -2.82005 0.31590 -0.03332 -0.26
C -3.89682 0.66796 0.76903 -0.76
C -3.94289 0.26506 2.09631 -0.47
C -2.90832 -0.49514 2.62274 -0.64
C -1.83217 -0.85661 1.82546 -0.58
C 0.29648 -2.41435 0.11303 0.26
C -0.55437 -3.51750 0.20946 -0.16
C -0.06173 -4.73254 0.64977 -0.71
C 1.27923 -4.85503 0.99944 -0.42
C 2.12729 -3.76363 0.90747 -0.67
C 1.63664 -2.54267 0.46233 -0.25
H -0.47423 -2.06960 -2.64111 0.48
H -2.01697 -1.20114 -2.28222 0.45
H -2.79043 0.64367 -1.06534 0.36
H -4.70543 1.25222 0.34951 0.42
H -4.78605 0.53674 2.71721 0.40
H -2.94115 -0.81821 3.65480 0.41
H -1.03822 -1.46308 2.24351 0.41
H -1.60147 -3.42223 -0.05373 0.39
H -0.72122 -5.58698 0.72192 0.41
H 1.66060 -5.80711 1.34351 0.40
H 3.17019 -3.85926 1.17776 0.40
H 2.30149 -1.69081 0.38382 0.32
C 4.47308 4.21683 -0.66116 -0.63
O 3.13279 4.45675 -0.15272 -0.39
C 2.21937 3.58685 -0.46927 1.04
O 2.41919 2.57216 -1.15482 -0.80
N 0.99766 3.88694 0.02333 -0.13
N -0.04540 3.01011 -0.29485 -0.58
H 5.05972 5.05229 -0.29956 0.25
H 4.45379 4.19567 -1.74702 0.31
H 4.85052 3.27699 -0.26866 0.30
H 0.84179 4.72896 0.55641 0.25
H -0.76209 3.47577 -0.84646 0.30
H -0.47530 2.63619 0.54788 0.29



7.
83
Properties=species:S:1:pos:R:3:mulliken_charge:R:1 method="wB97M-V/def2-TZVPD" multiplicity=3 gap_ev="6.55 / 6.99" charge=+1
W 0.09526 -0.45508 0.28757 -1.63
Br -2.14632 -0.21381 -0.78108 -0.42
C -2.81628 -3.35300 -3.00043 -0.75
Br -0.99358 -3.08216 -3.14324 0.06
H -3.38748 -2.57046 -2.53271 0.35
H -3.23440 -4.20993 -3.49700 0.36
Br 4.18912 0.09312 3.46340 -0.18
C 3.50144 1.30157 2.18974 -0.03
C 4.11931 2.51219 1.93742 -0.46
C 3.61004 3.36552 0.96215 0.41
Br 4.54855 4.97111 0.61738 -0.20
C 2.46810 3.05096 0.23318 0.73
C 1.92025 3.81460 -0.88258 -1.17
C 0.90281 3.33111 -1.58934 -1.14
C 0.20091 2.05648 -1.27525 -0.09
N 0.72701 1.32832 -0.11113 1.74
C 1.84587 1.84565 0.55136 -0.62
C 2.35709 0.95391 1.48254 0.15
O 1.69207 -0.18892 1.58439 -0.03
H 5.00942 2.79073 2.48273 0.49
H 2.37375 4.75987 -1.14355 0.39
H 0.51203 3.87151 -2.44219 0.55
H -0.85783 2.25775 -1.10339 0.54
C 3.58852 -3.50637 2.06904 -1.43
N 2.80740 -2.62146 1.22421 0.57
C 2.56010 -2.85920 -0.04927 0.44
S 1.67817 -1.75048 -1.07020 -0.18
N 3.03005 -3.96602 -0.61852 -0.21
C 2.78824 -4.38177 -1.99733 -0.87
H 3.59616 -3.09508 3.07348 0.38
H 4.62352 -3.57808 1.72483 0.44
H 3.14442 -4.50355 2.10541 0.45
H 2.52093 -1.70497 1.58359 -0.16
H 3.68327 -4.51816 -0.08534 0.26
H 1.74156 -4.23309 -2.25137 0.26
H 3.02074 -5.44063 -2.07242 0.38
H 3.41127 -3.82550 -2.69701 0.31
C 4.56472 3.23412 -6.58481 -1.52
C 3.52951 2.65110 -5.66547 0.55
C 2.18613 2.62050 -6.01600 -0.89
C 1.21614 2.09102 -5.17386 0.67
C -0.21866 2.12517 -5.63718 -1.61
C 1.61772 1.55611 -3.93579 0.12
Se 0.18670 0.82274 -2.85569 0.59
C 2.96355 1.55852 -3.56698 1.06
C 3.48523 0.97171 -2.28562 -0.71
C 3.89178 2.11847 -4.43747 -0.94
H 4.10497 3.70444 -7.45220 0.36
H 5.24376 2.45821 -6.94209 0.33
H 5.16727 3.98256 -6.06926 0.36
H 1.87779 3.03163 -6.96996 0.30
H -0.28342 2.60176 -6.61339 0.42
H -0.85260 2.67892 -4.94395 0.29
H -0.64252 1.12396 -5.72492 0.32
H 2.68979 0.69944 -1.59739 -0.88
H 4.14669 1.67787 -1.78090 0.32
H 4.06254 0.06764 -2.49115 0.61
H 4.93519 2.13120 -4.13948 0.46
C 0.33666 -3.09479 3.63848 -1.32
Si -0.95335 -2.51913 2.40951 0.38
C -0.66905 -3.38541 0.76753 -0.85
C -2.68679 -2.78964 3.00118 -1.19
N -0.74391 -0.79529 1.98828 0.89
C -0.90693 0.23182 2.95399 0.54
C -1.21108 1.53043 2.53811 0.01
C -1.35832 2.55150 3.46245 -0.82
C -1.23220 2.29166 4.81816 -0.62
C -0.96535 0.99763 5.24063 -0.94
C -0.80401 -0.02559 4.32134 -0.23
H 0.70231 -4.08247 3.34910 0.50
H -0.06736 -3.18179 4.64742 0.51
H 1.18593 -2.40919 3.67367 0.30
H -1.55008 -3.97144 0.49458 0.52
H 0.19800 -4.04630 0.77259 0.32
H -0.54397 -2.74534 -0.11634 -0.03
H -2.85559 -3.85797 3.15676 0.38
H -3.39964 -2.44046 2.25135 0.31
H -2.89634 -2.27261 3.93756 0.37
H -1.37275 1.73231 1.48662 0.53
H -1.59223 3.55011 3.11829 0.45
H -1.35364 3.08696 5.54037 0.41
H -0.87591 0.78022 6.29657 0.43
H -0.57525 -1.01803 4.68160 0.24



8.
26
Properties=species:S:1:pos:R:3:mulliken_charge:R:1 method="wB97M-V/def2-TZVPD" gap_ev="5.41 / 5.77"
Pt 0.46358 -0.20830 1.60698 0.93
C -0.06953 0.88949 -3.09779 -1.47
C -0.53318 1.04993 -1.68695 0.83
C -1.71454 0.41052 -1.27270 -0.30
C -2.13447 0.46736 0.03101 -0.58
C -1.38225 1.16918 0.99555 -0.67
C -0.23023 1.87587 0.57048 -0.55
C 0.17767 1.80037 -0.76523 -0.49
H 0.05955 -0.17424 -3.30638 0.26
H 0.87878 1.39342 -3.26704 0.36
H -0.81122 1.27485 -3.79858 0.38
H -2.28029 -0.15148 -2.00306 0.40
H -3.05614 -0.01802 0.32126 0.40
H -1.82531 1.37422 1.96353 0.64
H 0.24679 2.58810 1.23353 0.47
H 1.05169 2.34786 -1.09168 0.35
S -0.08688 -1.95620 4.40055 -0.12
As 2.08526 -1.93957 4.10328 0.19
S 2.22295 -1.53051 1.93553 -0.19
S 0.42270 0.56255 3.65932 -0.09
S 2.02594 0.16442 4.74720 -0.04
F 0.30583 -1.20521 -0.29342 -0.04
B 0.93702 -2.35512 -1.11300 0.35
F 0.08588 -2.54048 -2.16511 -0.36
F 0.98781 -3.39917 -0.22992 -0.32
F 2.17258 -1.88983 -1.47739 -0.35



Calculated ΔE to the lowest compared entry with this formula, charge and spin in order - 0.0; 6.5; 96.1; 101.6; 20.7; 0.0; 29.9; 40.7 kcal per mole
Calculated DFT total energy in order - -1431.62826; -2535.18811; -401.73421; -579.47460; -1235.67413; -1572.33824; -14951.09112; -4643.90265 Eh
Calculated maximum force in order - 0.0409; 0.0204; 0.0208; 0.0829; 0.0332; 0.0044; 0.0160; 0.0426 hartree/bohr